{"formula": "C17H16N4O2S", "method": "ωB97M-V with the def2-TZVPD basis set", "e_tot_ha": -1425.04514, "lumo_energy_ev": -0.1, "largest_force_ev_per_a": 1.4, "gap_ev": 7.82, "de_lowest_ev": 3.409, "smiles": "COc1cccc(/C=N/n2c(COc3ccccc3)n[nH]c2=S)c1", "elements": ["C", "O", "C", "C", "C", "C", "C", "C", "N", "N", "C", "C", "O", "C", "C", "C", "C", "C", "C", "N", "N", "C", "S", "C", "H", "H", "H", "H", "H", "H", "H", "H", "H", "H", "H", "H", "H", "H", "H", "H"], "coordinates": [[-5.6015, -0.9801, 0.4912], [-5.0164, -2.2514, 0.3168], [-3.6755, -2.3225, 0.1265], [-3.1505, -3.6070, -0.0604], [-1.7982, -3.7874, -0.2687], [-0.9408, -2.7013, -0.2963], [-1.4518, -1.4185, -0.1066], [-0.5643, -0.2771, -0.1408], [-1.0270, 0.8885, 0.0861], [-0.2695, 1.9942, 0.0831], [1.0568, 2.2319, 0.3918], [2.0598, 1.2240, 0.8335], [2.4712, 0.4587, -0.2795], [3.4872, -0.4453, -0.1114], [3.8643, -1.1392, -1.2605], [4.8715, -2.0798, -1.2022], [5.5138, -2.3425, -0.0019], [5.1361, -1.6567, 1.1367], [4.1245, -0.7098, 1.0929], [1.3162, 3.5002, 0.3579], [0.1707, 4.1120, 0.0011], [-0.8537, 3.2326, -0.1585], [-2.4004, 3.5580, -0.5632], [-2.8206, -1.2317, 0.1068], [-6.6687, -1.1618, 0.6062], [-5.4330, -0.3383, -0.3782], [-5.2189, -0.4833, 1.3878], [-3.8298, -4.4444, -0.0406], [-1.4094, -4.7842, -0.4135], [0.1172, -2.8425, -0.4623], [0.4786, -0.4755, -0.3884], [2.9055, 1.7785, 1.2576], [1.6169, 0.5746, 1.6059], [3.3541, -0.9190, -2.1851], [5.1575, -2.6101, -2.0979], [6.3028, -3.0772, 0.0431], [5.6288, -1.8547, 2.0769], [3.8490, -0.1914, 1.9981], [0.1149, 5.1132, -0.0839], [-3.1698, -0.2215, 0.2393]], "atomic_forces_ev_per_a": [[-0.11, 0.22, 0.03], [0.16, -0.29, -0.05], [0.24, -0.03, -0.03], [-0.05, 0.09, 0.01], [-0.21, -0.09, 0.02], [0.07, 0.49, 0.04], [-0.55, -0.79, 0.02], [0.72, 0.75, -0.04], [-0.93, -0.85, 0.15], [0.77, 1.15, -0.24], [0.40, 0.21, 0.13], [0.03, 0.04, 0.26], [0.08, -0.02, -0.23], [0.06, -0.18, -0.07], [-0.13, 0.14, 0.06], [-0.05, 0.04, -0.01], [0.11, -0.07, 0.11], [0.09, -0.10, -0.06], [-0.24, 0.26, 0.05], [0.84, -0.28, 0.19], [-0.35, -0.93, 0.04], [-0.20, 0.20, -0.10], [-0.59, 0.16, -0.15], [-0.13, -0.03, 0.00], [0.07, 0.06, 0.00], [0.01, -0.02, 0.04], [0.00, -0.01, -0.04], [-0.08, -0.11, 0.00], [0.02, -0.08, -0.01], [0.12, 0.00, -0.02], [0.04, 0.11, 0.02], [-0.16, -0.08, -0.01], [0.13, 0.10, -0.08], [-0.06, 0.03, -0.11], [0.02, -0.04, -0.08], [0.07, -0.06, 0.01], [0.04, -0.02, 0.07], [-0.04, 0.06, 0.06], [-0.08, -0.14, -0.01], [-0.12, 0.11, 0.03]], "nbo_charge": [-0.25, -0.49, 0.31, -0.23, -0.20, -0.23, -0.01, 0.07, -0.23, -0.24, 0.31, -0.12, -0.52, 0.38, -0.28, -0.19, -0.24, -0.18, -0.33, -0.24, -0.38, 0.20, -0.21, -0.30, 0.20, 0.18, 0.18, 0.23, 0.22, 0.21, 0.19, 0.22, 0.20, 0.23, 0.22, 0.22, 0.22, 0.22, 0.43, 0.25]}